Entry from OMol25: 3 unconnected molecules or ions with the total composition C3H11NO2 at a distorted geometry (ωB97M-V/def2-TZVPD).

Atoms and positions in Å:
C  0.9466  -0.9531  1.0989
N  1.4132  -1.2278  -0.0432
C  1.1088  -0.6406  -1.3536
C  1.4337  0.8312  -1.2288
H  -0.1349  -0.9540  1.2925
H  1.7128  -0.9481  1.8754
H  1.6779  -1.1896  -2.0951
H  0.0329  -0.7857  -1.5455
H  0.8650  1.3054  -0.4382
H  2.5139  0.9354  -1.0907
H  1.3237  1.3482  -2.1863
O  0.6067  2.9093  2.8504
H  0.9508  2.0265  3.0163
H  1.2567  3.5242  3.2012
O  -5.0804  -2.2496  -1.4375
H  -4.9170  -1.3533  -1.1293
H  -5.7105  -2.5785  -0.7864

Results
highest occupied orbital energy	-8.39	eV
relative energy (zero: lowest compared OMol25 entry of this formula, charge and spin)	2.0919	eV
SMILES string	C=NCC.O.O
LUMO level	0.6817	eV
calculated total energy	-326.054600	a.u.

In the Löwdin picture, each atom carries the following charge in e:
1 C -0.09
2 N -0.06
3 C -0.29
4 C -0.11
5 H 0.07
6 H 0.06
7 H 0.10
8 H 0.10
9 H 0.07
10 H 0.08
11 H 0.07
12 O -0.06
13 H 0.02
14 H 0.03
15 O -0.06
16 H 0.03
17 H 0.03

=====

Entry from OMol25: 3 unconnected molecules or ions with the total composition C3H11NO2 (ωB97M-V/def2-TZVPD).

Atoms and positions in Å:
C  -0.7354  2.0826  -1.0507
C  -0.7672  0.6008  -0.7764
C  -1.0318  0.0551  0.4020
N  -1.0260  -1.3468  0.6665
H  -0.2794  2.6113  -0.2142
H  -1.7344  2.4896  -1.1923
H  -0.1386  2.3416  -1.9207
H  -0.5804  -0.0331  -1.6310
H  -1.1633  0.6434  1.3033
H  -1.7345  -1.6028  1.3436
H  -1.1464  -1.8834  -0.1816
O  2.1945  0.7204  -4.2989
H  2.8561  0.5131  -4.9657
H  2.2399  0.0075  -3.6507
O  1.3035  -2.5283  5.1487
H  0.7400  -1.7554  5.0384
H  1.0034  -2.9157  5.9797

Results
highest occupied orbital energy	-8.11	eV
relative energy (zero: lowest compared OMol25 entry of this formula, charge and spin)	0.7668	eV
SMILES string	C/C=C/N.O.O
LUMO level	0.8234	eV
calculated total energy	-326.103295	a.u.

In the Löwdin picture, each atom carries the following charge in e:
1 C -0.12
2 C -0.19
3 C -0.23
4 N 0.01
5 H 0.07
6 H 0.07
7 H 0.06
8 H 0.09
9 H 0.11
10 H 0.07
11 H 0.07
12 O -0.07
13 H 0.03
14 H 0.03
15 O -0.06
16 H 0.03
17 H 0.03

=====

Entry from OMol25: 2 unconnected molecules or ions with the total composition C3H11NO2 at a distorted geometry (ωB97M-V/def2-TZVPD).

Atoms and positions in Å:
C  -0.7242  0.3836  2.0183
C  0.0105  1.5692  1.3056
N  0.4233  0.9365  -0.0201
C  0.3542  1.7331  -1.1767
O  1.3827  2.8888  -1.3959
H  -0.7767  0.5138  3.0928
H  -1.5788  -0.0923  1.7200
H  -0.1117  -0.4979  1.9681
H  0.8216  2.0400  1.8841
H  -0.6799  2.3592  1.0995
H  1.2026  0.3519  0.1402
H  0.4817  1.3911  -2.2297
H  -0.5746  2.1910  -1.1721
H  1.5616  3.2202  -0.5304
O  -0.8346  -6.6123  -2.4518
H  0.0344  -6.7312  -2.1127
H  -0.9922  -5.6448  -2.1392

Results
highest occupied orbital energy	-9.47	eV
relative energy (zero: lowest compared OMol25 entry of this formula, charge and spin)	1.8014	eV
SMILES string	CCNCO.O
LUMO level	0.8215	eV
calculated total energy	-326.065276	a.u.

In the Löwdin picture, each atom carries the following charge in e:
1 C -0.09
2 C -0.19
3 N -0.05
4 C -0.23
5 O -0.12
6 H 0.06
7 H 0.04
8 H 0.06
9 H 0.11
10 H 0.09
11 H 0.10
12 H 0.13
13 H 0.08
14 H 0.02
15 O -0.09
16 H 0.00
17 H 0.09

=====

Entry from OMol25: a molecular structure, C3H11NO2 at a distorted geometry (ωB97M-V/def2-TZVPD).

Atoms and positions in Å:
C  -0.7033  0.2755  0.9692
O  -0.9817  1.5924  0.6515
C  0.3957  -0.3219  0.0739
C  0.4080  0.2975  -1.2788
N  -0.7672  -2.5212  0.0656
H  -1.5952  -0.3038  0.7683
H  -0.4296  0.1627  2.0286
H  1.9207  2.9616  0.4203
H  1.4149  -0.2960  0.5232
H  -0.6265  0.3758  -1.6908
H  0.8300  1.3456  -1.1950
H  0.9890  -0.3198  -1.9666
H  -0.4533  -3.4757  0.2054
H  -0.0256  -1.4580  0.0078
H  -1.7194  -2.5045  -0.2814
H  -0.0948  2.0206  0.5352
O  1.4384  2.1690  0.1637

Results
highest occupied orbital energy	-9.29	eV
relative energy (zero: lowest compared OMol25 entry of this formula, charge and spin)	7.0454	eV
LUMO level	-3.4672	eV
calculated total energy	-325.872563	a.u.

In the Löwdin picture, each atom carries the following charge in e:
1 C -0.28
2 O -0.05
3 C -0.13
4 C -0.08
5 N 0.04
6 H 0.11
7 H 0.14
8 H -0.02
9 H 0.15
10 H 0.11
11 H 0.09
12 H 0.10
13 H 0.02
14 H 0.04
15 H 0.03
16 H 0.02
17 O -0.28

=====

Entry from OMol25: 3 unconnected molecules or ions with the total composition C3H11NO2 at a distorted geometry (ωB97M-V/def2-TZVPD).

Atoms and positions in Å:
C  -1.4928  1.9703  0.6398
C  -1.2547  0.9749  1.5541
N  -0.2455  -0.0140  1.4166
C  0.2441  -0.7216  2.5279
H  -0.8813  2.3861  -0.1454
H  -2.4253  2.4912  0.5974
H  -1.9086  0.8556  2.3812
H  0.6131  0.2251  0.6854
H  1.3268  -0.7392  2.7738
H  -0.1606  -0.4231  3.3914
H  -0.1125  -1.8891  2.5191
O  3.6719  -0.7317  0.2801
H  3.2866  -0.2905  -0.5232
H  3.4004  -1.6202  0.2759
O  -1.6062  -0.9438  -5.3292
H  -1.8644  -0.0053  -5.3884
H  -1.0613  -0.8294  -4.4216

Results
highest occupied orbital energy	-8.01	eV
relative energy (zero: lowest compared OMol25 entry of this formula, charge and spin)	2.5769	eV
SMILES string	C=CNC.O.O
LUMO level	0.2963	eV
calculated total energy	-326.036775	a.u.

In the Löwdin picture, each atom carries the following charge in e:
1 C -0.03
2 C -0.22
3 N -0.13
4 C -0.18
5 H 0.03
6 H 0.02
7 H 0.09
8 H 0.19
9 H 0.08
10 H 0.01
11 H 0.12
12 O -0.06
13 H 0.06
14 H 0.00
15 O -0.13
16 H 0.02
17 H 0.11

=====

Entry from OMol25: 2 unconnected molecules or ions with the total composition C3H11NO2 at a distorted geometry (ωB97M-V/def2-TZVPD).

Atoms and positions in Å:
C  3.0756  -0.2046  0.4790
O  4.1572  -1.1230  0.6284
C  2.1238  -0.2387  -0.6898
H  2.5019  -0.2521  1.4103
H  3.6857  0.7005  0.4462
H  3.9561  -1.9370  1.0973
H  2.5485  0.0437  -1.6521
H  1.8512  -1.2795  -0.9361
H  1.1487  0.2285  -0.5585
N  -3.9105  0.5481  -1.0585
C  -2.6334  0.4792  -0.3645
O  -2.6795  0.3902  0.9895
H  -4.8014  0.4658  -0.5508
H  -3.9955  1.4509  -1.5427
H  -2.0954  -0.4175  -0.7272
H  -2.0519  1.3201  -0.7716
H  -2.7632  1.2626  1.4046

Results
highest occupied orbital energy (alpha / beta)	-12.47 / -12.47	eV
relative energy (zero: lowest compared OMol25 entry of this formula, charge and spin)	2.5800	eV
LUMO level (alpha / beta)	-4.1252 / -9.7815	eV
calculated total energy	-325.728765	a.u.
net charge	+1
2S+1	2

In the Löwdin picture, each atom carries the following charge in e:
1 C -0.32
2 O -0.07
3 C -0.10
4 H 0.11
5 H 0.11
6 H 0.08
7 H 0.07
8 H 0.07
9 H 0.05
10 N 0.35
11 C -0.26
12 O 0.08
13 H 0.17
14 H 0.16
15 H 0.18
16 H 0.17
17 H 0.14

=====

Entry from OMol25: 4 unconnected molecules or ions with the total composition C3H11NO3 at a distorted geometry (ωB97M-V/def2-TZVPD).

Atoms and positions in Å:
C  -0.5601  0.4981  -0.6502
C  -1.6033  -0.2963  -0.3521
C  0.9151  1.4283  -2.2401
N  0.3583  0.3069  -1.7469
H  -0.5793  1.5557  -0.3764
H  -1.5857  -1.3490  -0.6312
H  -2.3785  0.0382  0.3356
H  1.9089  1.2215  -2.6774
H  0.3211  2.3207  -2.4818
H  1.7288  -0.1023  0.5644
H  2.8764  0.9095  0.2425
O  2.2737  0.6096  0.9220
H  1.8201  -2.4493  -0.9415
H  0.6371  -1.6036  -0.7158
O  1.0742  -2.3870  -0.3267
H  -3.1481  -0.1969  3.9183
H  -1.6692  -0.4831  3.8030
O  -2.3894  -0.0210  3.3541

Results
highest occupied orbital energy (alpha / beta)	-0.66 / -3.02	eV
relative energy (zero: lowest compared OMol25 entry of this formula, charge and spin)	1.6023	eV
LUMO level (alpha / beta)	3.1814 / 3.1714	eV
calculated total energy	-401.297179	a.u.
net charge	-1
2S+1	2

In the Löwdin picture, each atom carries the following charge in e:
1 C -0.35
2 C -0.09
3 C -0.26
4 N -0.18
5 H 0.07
6 H 0.02
7 H 0.01
8 H -0.01
9 H 0.00
10 H -0.01
11 H 0.01
12 O -0.09
13 H 0.03
14 H -0.03
15 O -0.11
16 H 0.02
17 H 0.04
18 O -0.06

=====

Entry from OMol25: 3 unconnected molecules or ions with the total composition C3H11NO3 (ωB97M-V/def2-TZVPD).

Atoms and positions in Å:
C  1.4533  -1.4602  1.9881
C  0.1109  -0.7405  1.8566
N  -0.0785  -0.0795  0.5787
C  -0.2744  -0.6988  -0.5971
O  -0.1507  -0.1285  -1.6698
H  1.5243  -1.8920  2.9877
H  2.2520  -0.7282  1.8806
H  1.5776  -2.2866  1.3094
H  -0.7046  -1.4397  2.0166
H  0.0467  -0.0126  2.6650
H  -0.0928  0.9308  0.5484
H  -0.5916  -1.7412  -0.4908
O  -1.6283  0.8709  -3.8309
H  -1.3372  0.1962  -3.1962
H  -2.4745  1.1918  -3.4826
O  -0.0834  2.6946  -0.5527
H  -0.1706  2.0196  -1.2405
H  0.6219  3.3038  -0.7707

Results
highest occupied orbital energy	-10.02	eV
relative energy (zero: lowest compared OMol25 entry of this formula, charge and spin)	0.5876	eV
SMILES string	CCNC=O.O.O
LUMO level	0.8044	eV
calculated total energy	-401.391462	a.u.

In the Löwdin picture, each atom carries the following charge in e:
1 C -0.09
2 C -0.24
3 N 0.03
4 C -0.32
5 O -0.01
6 H 0.07
7 H 0.08
8 H 0.06
9 H 0.11
10 H 0.12
11 H 0.11
12 H 0.14
13 O -0.08
14 H -0.01
15 H 0.03
16 O -0.06
17 H 0.02
18 H 0.04

=====

Question: What is the formula in the first record?
Answer: C3H11NO2

=====

Question: What is the calculated total energy in the sixth record?
Answer: -325.728765 a.u.

=====

Question: Which formula does entry 2 have?
Answer: C3H11NO2

=====

Question: Which value of calculated total energy does entry 6 give?
Answer: -325.728765 a.u.